# 1
A molecular structure, C19H46N3Na4O13P at a distorted geometry. Source: OMol25; level of theory: ωB97M-V with the def2-TZVPD basis set.

HOMO-LUMO gap (spin up / spin down): 2.392 / 4.630 eV
HOMO (spin up / spin down): -0.032 / -0.114 Eh
LUMO level (spin up / spin down): 0.05578 / 0.05575 hartree
Expectation value of S²: 0.7506

```
! RIJCOSX wB97M-V def2-TZVPD def2/J DEFGRID3
* xyz -1 2
Na 3.188 1.192 3.175
Na -1.129 1.338 3.320
Na 0.924 -0.610 5.055
Na 0.917 3.157 1.134
O 0.140 -1.065 0.511
C 0.750 -0.558 1.552
O 0.951 -1.315 2.473
O 0.933 0.667 1.576
H 0.474 -1.786 1.050
P 1.213 3.180 3.985
O 2.439 3.447 3.065
O 1.200 4.125 5.238
O 1.224 1.609 4.314
O 0.031 3.540 3.090
C -3.139 3.423 2.070
O -3.013 2.016 1.880
C -3.270 1.549 0.577
C -2.209 1.947 -0.541
N -0.753 1.944 -0.290
C 0.076 1.861 -1.481
C 0.383 3.288 -2.032
O 1.296 3.861 -1.132
C 1.895 5.012 -1.665
H -2.282 3.849 1.548
H -3.199 3.597 3.145
H -4.148 3.688 1.754
H -4.256 1.986 0.417
H -3.252 0.460 0.544
H -2.706 2.859 -0.872
H -2.607 1.243 -1.271
H -0.559 1.048 0.134
H -0.307 1.225 -2.279
H 0.981 1.309 -1.227
H -0.456 3.940 -2.275
H 0.792 3.052 -3.015
H 1.131 5.784 -1.757
H 2.355 4.808 -2.633
H 2.548 5.519 -0.954
C 0.431 -4.846 2.629
O -0.809 -5.187 3.212
C -1.391 -4.054 3.879
C -2.115 -3.311 2.807
N -2.983 -2.292 3.426
C -4.049 -1.819 2.534
C -5.412 -2.133 3.166
O -5.541 -1.567 4.438
C -6.748 -1.999 5.112
H 0.769 -5.742 2.108
H 1.159 -4.410 3.313
H 0.231 -4.095 1.865
H -0.635 -3.556 4.487
H -2.101 -4.503 4.574
H -2.809 -3.957 2.268
H -1.439 -2.939 2.038
H -2.369 -1.557 3.747
H -3.864 -2.221 1.538
H -4.068 -0.743 2.362
H -5.480 -3.215 3.280
H -6.221 -1.677 2.596
H -6.591 -3.063 5.290
H -7.614 -1.802 4.480
H -6.889 -1.624 6.126
C 5.503 -1.220 -1.805
O 4.386 -0.490 -1.246
C 3.162 -0.439 -2.022
C 2.723 -1.586 -2.983
N 3.366 -1.510 -4.296
C 2.738 -0.483 -5.103
C 3.532 -0.395 -6.500
O 2.793 0.332 -7.488
C 3.584 0.746 -8.687
H 6.425 -0.812 -1.390
H 5.651 -1.139 -2.882
H 5.541 -2.277 -1.544
H 3.077 0.485 -2.594
H 2.435 -0.253 -1.231
H 1.639 -1.691 -2.946
H 3.101 -2.480 -2.487
H 4.374 -1.516 -4.363
H 2.592 0.439 -4.540
H 1.722 -0.877 -5.112
H 3.683 -1.398 -6.898
H 4.513 0.042 -6.312
H 3.261 0.199 -9.573
H 4.657 0.638 -8.532
H 3.521 1.808 -8.924
*
```

=====

# 2
C4H7NO2 in the gas phase. Source: OMol25; level of theory: ωB97M-V with the def2-TZVPD basis set.

SMILES: N[C@]1(O)C[C@H]1C=O
HOMO-LUMO gap: 9.919 eV
HOMO: -0.334 Eh
LUMO level: 0.03059 hartree

```
! RIJCOSX wB97M-V def2-TZVPD def2/J DEFGRID3
* xyz 0 1
N 1.842 -0.256 -0.578
C 0.636 -0.163 0.165
O 0.912 0.479 1.367
C -0.577 -1.067 0.152
C -0.589 0.215 -0.650
C -1.344 1.392 -0.171
O -2.095 1.391 0.778
H 1.747 -0.520 -1.547
H 2.589 -0.745 -0.108
H 0.364 0.069 2.048
H -1.246 -1.032 1.015
H -0.584 -2.018 -0.372
H -0.456 0.145 -1.727
H -1.120 2.324 -0.725
*
```

=====

# 3
C5H2O in the gas phase at a distorted geometry. Source: OMol25; level of theory: ωB97M-V with the def2-TZVPD basis set.

HOMO-LUMO gap (spin up / spin down): 6.015 / 7.134 eV
HOMO (spin up / spin down): -0.192 / -0.342 Eh
LUMO level (spin up / spin down): 0.02897 / -0.07994 hartree
Expectation value of S²: 2.0304

```
! RIJCOSX wB97M-V def2-TZVPD def2/J DEFGRID3
* xyz 0 3
C -0.087 0.360 0.341
C 1.221 0.311 0.472
C -1.466 0.680 0.455
C -1.130 -0.299 -0.392
C 2.058 -0.431 -0.148
O 3.062 -0.906 -0.519
H -2.202 1.313 0.884
H -1.457 -1.029 -1.093
*
```

=====

# 4
C25H21N3O5 in the gas phase. Source: OMol25; level of theory: ωB97M-V with the def2-TZVPD basis set.

SMILES: O=C(O)CNC(=O)c1ccc(NC(=O)/C(=C/c2ccccc2)NC(=O)c2ccccc2)cc1
HOMO-LUMO gap: 8.318 eV
HOMO: -0.308 Eh
LUMO level: -0.00191 hartree

```
! RIJCOSX wB97M-V def2-TZVPD def2/J DEFGRID3
* xyz 0 1
O 8.544 1.570 -0.933
C 9.142 0.566 -0.654
O 10.465 0.515 -0.505
C 8.494 -0.788 -0.462
N 7.063 -0.679 -0.535
C 6.270 -1.094 0.490
O 6.700 -1.768 1.406
C 4.838 -0.709 0.368
C 4.432 0.508 -0.172
C 3.092 0.828 -0.232
C 2.126 -0.063 0.239
N 0.790 0.329 0.147
C -0.330 -0.380 0.449
O -0.333 -1.542 0.820
C -1.633 0.345 0.298
C -1.766 1.685 0.281
C -2.996 2.460 0.324
C -3.042 3.693 -0.329
C -4.186 4.465 -0.301
C -5.297 4.035 0.406
C -5.252 2.830 1.088
C -4.116 2.048 1.048
N -2.683 -0.572 0.267
C -3.780 -0.504 -0.553
O -4.007 0.439 -1.283
C -4.677 -1.689 -0.462
C -5.502 -1.959 -1.551
C -6.366 -3.037 -1.523
C -6.423 -3.849 -0.402
C -5.619 -3.574 0.693
C -4.747 -2.501 0.667
C 2.529 -1.275 0.794
C 3.872 -1.582 0.863
H 10.862 1.391 -0.636
H 8.752 -1.195 0.521
H 8.887 -1.471 -1.226
H 6.701 -0.030 -1.217
H 5.159 1.231 -0.516
H 2.785 1.780 -0.643
H 0.653 1.251 -0.243
H -0.872 2.295 0.240
H -2.179 4.031 -0.885
H -4.212 5.407 -0.829
H -6.192 4.639 0.429
H -6.111 2.497 1.651
H -4.085 1.120 1.599
H -2.379 -1.490 0.587
H -5.448 -1.307 -2.410
H -6.997 -3.244 -2.374
H -7.098 -4.692 -0.377
H -5.674 -4.199 1.572
H -4.143 -2.288 1.537
H 1.790 -1.964 1.167
H 4.197 -2.512 1.303
*
```